The following is a quantum chemistry calculation of a molecular structure, C33H39N6NbO3 in a non-equilibrium geometry, from the Open Molecules 2025 dataset.

Results
maximum force	2.588	eV/A
frontier orbital gap	2.46	eV
DFT total energy	-1891.90255	Ha
total charge	-2

Last column: Mulliken charge in e.
Element x y z (Å)
C  -5.3875  -3.3955  1.9442  -1.011
C  -5.0009  -4.4370  0.8864  0.198
O  -4.4212  -3.8937  -0.2747  -0.803
Nb  -2.7936  -2.7967  -0.4890  -0.788
C  -1.6909  -3.5062  1.3482  0.531
O  -1.0006  -4.3957  0.8109  -0.619
O  -1.7660  -3.1621  2.5611  -0.733
H  -5.4581  -2.4090  1.4863  0.308
H  -6.3816  -3.6431  2.3421  0.363
H  -4.6867  -3.3805  2.7795  0.144
H  -5.9272  -4.9510  0.5904  0.055
H  -4.3599  -5.2119  1.3243  0.276
H  -2.0825  -3.8182  -1.8812  -0.027
H  -3.3601  -1.6310  -1.8367  -0.025
H  -3.3267  -1.3081  0.4643  0.068
H  -1.2547  -1.7874  -0.6546  0.069
N  2.0070  -1.0881  5.3385  -0.339
C  1.7186  -1.1220  6.6398  -0.341
C  0.5506  -1.6676  7.1463  -0.356
C  -0.3711  -2.2064  6.2559  -0.395
C  -0.0971  -2.1836  4.8981  -0.559
C  1.1067  -1.6101  4.5032  -0.025
H  2.4599  -0.6903  7.3068  0.323
H  0.3707  -1.6680  8.2148  0.331
H  -1.2968  -2.6418  6.6128  0.419
H  -0.7788  -2.5914  4.1488  0.619
H  1.3607  -1.5797  3.4485  0.390
N  -3.0594  1.7144  -0.2276  -0.374
C  -2.9089  2.7424  -1.0565  -0.298
C  -1.7371  3.4749  -1.1799  -0.262
C  -0.6618  3.1202  -0.3812  -0.044
C  -0.8097  2.0558  0.4879  -0.308
C  -2.0215  1.3697  0.5331  -0.353
H  -3.7747  2.9895  -1.6659  0.299
H  -1.6646  4.2978  -1.8798  0.290
H  0.2732  3.6652  -0.4436  0.360
H  0.0038  1.7391  1.1286  0.206
H  -2.1461  0.5086  1.1801  0.397
N  3.9774  1.3173  0.1589  -0.518
C  3.2032  1.3749  1.2415  -0.393
C  3.1951  0.4056  2.2350  -0.065
C  4.0294  -0.6901  2.0952  -0.190
C  4.8327  -0.7699  0.9683  -0.466
C  4.7708  0.2556  0.0372  -0.194
H  2.5557  2.2420  1.3175  0.379
H  2.5547  0.4982  3.1020  0.380
H  4.0415  -1.4638  2.8524  0.418
H  5.4941  -1.6114  0.8090  0.343
H  5.3878  0.2225  -0.8554  0.310
N  -7.2948  -6.9872  1.6208  -0.199
C  -7.5727  -7.5328  2.7992  -0.191
C  -8.2714  -8.7248  2.9427  -0.546
C  -8.7023  -9.3784  1.7983  -0.135
C  -8.4154  -8.8162  0.5644  -0.645
C  -7.7081  -7.6205  0.5298  -0.033
H  -7.2159  -6.9902  3.6683  0.354
H  -8.4678  -9.1271  3.9280  0.341
H  -9.2494  -10.3107  1.8672  0.349
H  -8.7285  -9.2906  -0.3564  0.340
H  -7.4562  -7.1477  -0.4138  0.367
N  1.1556  4.4759  -3.2582  -0.382
C  1.3249  5.7943  -3.2491  -0.170
C  2.5510  6.4110  -3.4556  -0.486
C  3.6644  5.6130  -3.6764  0.056
C  3.4980  4.2377  -3.6821  -0.434
C  2.2274  3.7184  -3.4713  -0.312
H  0.4345  6.3872  -3.0639  0.340
H  2.6276  7.4908  -3.4386  0.341
H  4.6403  6.0494  -3.8437  0.285
H  4.3346  3.5719  -3.8452  0.363
H  2.0591  2.6472  -3.4690  0.391
N  6.4566  6.5235  -5.8573  -0.408
C  6.6320  7.8417  -5.8497  -0.106
C  7.8639  8.4518  -6.0395  -0.461
C  8.9739  7.6476  -6.2447  -0.171
C  8.8041  6.2724  -6.2528  -0.428
C  7.5285  5.7618  -6.0560  -0.156
H  5.7419  8.4392  -5.6828  0.347
H  7.9459  9.5303  -6.0244  0.345
H  9.9530  8.0845  -6.3947  0.355
H  9.6398  5.6034  -6.4071  0.347
H  7.3579  4.6908  -6.0577  0.354

Forces on the atoms, in the same order (eV/Å):
C -0.27 -0.25 0.14
C -0.76 -0.23 -0.42
O 0.64 0.24 1.09
Nb 0.49 -2.42 -0.78
C -0.82 2.08 1.05
O -0.59 -0.04 -0.64
O 0.42 -0.62 -0.02
H 0.19 0.01 0.04
H 0.05 -0.02 0.05
H 0.15 0.25 -0.18
H 0.07 -0.04 -0.05
H 0.13 0.12 -0.03
H -0.06 0.64 -0.49
H 0.23 0.18 0.53
H 0.12 0.04 -0.33
H 0.17 0.10 0.18
N 0.03 0.04 -0.01
C -0.02 -0.01 0.00
C 0.00 -0.01 -0.01
C 0.03 0.01 -0.02
C -0.05 0.04 0.09
C 0.06 -0.05 -0.07
H -0.01 0.00 0.00
H 0.00 0.01 0.00
H 0.00 0.01 0.01
H 0.01 -0.05 -0.15
H -0.09 -0.03 -0.02
N -0.09 0.13 0.16
C 0.07 -0.04 0.03
C -0.05 0.05 -0.01
C 0.02 0.03 0.04
C 0.03 -0.09 0.13
C 0.06 0.12 -0.18
H 0.01 0.00 0.00
H 0.00 -0.05 -0.05
H 0.02 -0.03 -0.03
H 0.00 -0.05 -0.04
H -0.11 -0.08 -0.13
N 0.03 0.03 -0.01
C 0.02 -0.03 0.01
C 0.00 0.04 0.02
C 0.00 0.00 -0.01
C 0.01 0.01 0.03
C -0.02 0.00 0.02
H -0.01 -0.01 -0.01
H -0.02 0.02 -0.01
H -0.02 0.00 0.00
H -0.02 -0.01 -0.02
H -0.01 -0.01 0.00
N -0.06 0.02 0.09
C -0.03 -0.06 -0.03
C 0.00 0.00 -0.01
C 0.02 0.03 0.00
C 0.00 0.00 0.02
C 0.00 -0.02 -0.01
H 0.00 -0.01 0.00
H 0.00 0.00 0.00
H 0.00 0.00 0.00
H 0.01 0.00 0.00
H 0.00 -0.01 0.00
N -0.08 0.07 -0.01
C 0.08 0.01 -0.01
C 0.02 -0.02 0.02
C -0.05 -0.03 0.03
C 0.00 0.03 -0.02
C 0.00 -0.04 0.01
H 0.00 0.00 -0.01
H 0.00 0.00 0.01
H 0.00 0.00 -0.04
H 0.00 0.00 0.02
H 0.01 0.00 0.03
N -0.02 -0.01 0.02
C 0.03 0.01 -0.01
C 0.01 -0.01 0.00
C -0.03 -0.01 0.00
C 0.00 0.01 -0.01
C 0.02 0.01 -0.01
H 0.00 0.00 0.00
H 0.00 0.00 0.00
H 0.00 0.00 0.00
H 0.00 0.00 0.00
H 0.01 0.00 0.01